# 1
The following is a quantum chemistry calculation of a molecular structure, C40H36ClN3PbSi2 in a non-equilibrium geometry, from the Open Molecules 2025 dataset.

The geometry in XYZ format:
```
83
Properties=species:S:1:pos:R:3:forces:R:3:mulliken_charge:R:1
H -1.882 0.348 2.058 0.04 -0.13 -0.31 0.55
H -0.211 2.093 -3.591 -0.08 0.15 -0.25 0.25
H 1.658 4.769 -6.422 -0.20 -0.09 0.12 0.41
N 1.157 1.233 -0.602 0.61 1.43 0.32 -0.21
C 2.193 0.342 -5.130 -0.03 1.01 0.28 -0.02
Pb -0.262 -0.773 -2.421 -1.09 -0.30 3.51 1.23
C -1.269 2.612 -8.182 -0.39 -0.18 0.62 -0.60
C 0.188 -2.314 -9.824 -0.01 -0.17 0.02 -0.62
H -0.100 6.440 -5.995 0.02 -0.28 0.26 0.41
C 2.164 -3.039 4.488 -0.03 0.06 -0.21 -0.33
H 2.426 -3.712 5.313 -0.12 0.29 -0.33 0.35
C 1.420 2.250 -1.447 -0.34 -0.22 0.29 -0.68
C -2.231 -2.065 -0.246 0.05 0.27 0.62 -0.81
H 1.142 -3.670 -6.310 -0.09 0.25 -0.36 0.26
H 2.075 -4.707 -8.323 -0.22 0.19 -0.03 0.38
C -0.195 0.732 -7.053 -0.07 -1.28 -0.85 -0.76
C 0.056 -2.117 -7.397 0.01 -0.30 0.16 0.59
H 0.215 4.930 0.281 0.12 -0.26 -0.13 0.41
C 1.485 -1.341 2.388 -0.52 -0.61 0.84 -0.01
H 3.091 2.710 -6.235 1.82 0.89 -0.66 -0.42
C -2.848 -0.942 -0.888 0.77 0.11 -0.43 -0.91
C -0.043 3.092 -8.652 0.66 0.55 -0.40 -0.41
H 2.112 -4.634 3.012 -0.04 0.34 0.10 0.37
C -2.723 0.181 -0.010 0.46 0.03 0.32 -0.70
H 0.088 -2.487 -4.315 0.38 0.75 -0.54 0.88
H 0.048 3.034 2.029 0.06 0.25 -0.25 0.44
H 4.311 0.235 -4.815 -0.01 -0.07 -0.17 0.52
H -2.151 -3.076 -0.645 -0.14 0.33 0.14 0.52
H 1.581 0.272 3.799 0.05 -0.48 0.13 0.39
H -1.962 5.920 -4.410 0.19 -0.21 -0.09 0.41
H 0.142 0.389 -4.438 1.20 -0.89 0.92 -1.95
H -0.088 -1.927 -10.804 0.04 -0.16 0.15 0.41
H -2.294 1.126 -7.022 0.20 0.06 -0.12 0.39
C -1.318 1.454 -7.386 -0.52 1.43 0.09 -0.32
C 0.529 3.910 0.057 0.08 -0.09 -0.17 -0.66
H 2.040 2.599 -9.024 -0.28 0.17 0.35 0.48
H -3.394 -0.968 -1.834 -0.03 -0.01 0.35 0.68
Cl 0.647 -2.874 -1.408 0.39 -0.23 -0.12 -0.52
H 0.007 4.068 -9.160 -0.13 -0.67 -0.02 0.40
C 0.860 4.525 -5.718 -0.50 0.00 -0.25 -0.55
H -1.991 3.734 -3.216 0.38 0.11 -0.18 0.48
C -0.189 3.020 -4.162 -0.30 -0.01 -0.63 -0.11
C 1.988 -3.565 3.194 0.14 0.26 0.41 -0.62
C 0.790 3.243 -5.151 0.10 0.03 -0.11 1.02
H 2.179 -1.242 5.722 -0.02 -0.22 -0.23 0.36
C -0.334 -1.708 -8.686 0.24 0.08 -0.06 -0.15
H -2.195 3.144 -8.433 0.44 -0.26 0.10 0.41
C 0.918 -0.359 -4.813 -1.11 1.72 -0.79 2.38
H 2.264 -3.501 -4.256 -0.04 0.39 -0.02 0.62
C 1.660 -2.719 2.142 -0.12 0.69 -0.02 0.14
C 2.224 -2.423 -4.435 -1.98 0.46 0.37 -0.43
C -0.134 5.479 -5.474 0.11 0.06 0.10 -0.64
Si 1.940 1.986 -5.972 -1.08 -1.65 2.08 0.63
H -1.002 -0.850 -8.825 0.30 -0.36 0.13 0.30
Si -0.377 -0.909 -6.002 0.42 1.00 -4.70 0.24
H -1.313 -2.284 1.778 -0.05 0.24 -0.31 0.54
H 1.512 -3.843 -10.598 -0.18 0.20 0.44 0.36
C 1.107 1.185 -7.622 -0.65 -0.27 -0.38 0.71
C -1.175 5.189 -4.594 0.13 -0.16 -0.01 -0.57
C -1.187 3.961 -3.924 0.02 0.11 0.17 -0.90
H 1.515 -3.069 1.119 -0.03 0.01 0.32 0.19
H -1.768 -1.101 -5.511 0.37 0.25 0.45 -0.19
N 0.757 0.656 1.662 1.17 -2.55 0.22 -0.13
C 3.373 -1.677 -4.465 1.58 -0.08 0.05 -0.89
C 1.078 -3.381 -9.703 0.00 -0.06 0.19 -0.52
H 1.927 1.975 -2.378 -0.37 0.06 0.08 0.56
N 1.073 -0.537 1.307 0.18 2.66 0.32 0.15
C 0.947 -1.802 -4.534 1.71 -2.56 1.92 -1.67
C 0.870 -3.259 -7.283 0.01 0.26 -0.37 -0.32
C 1.114 2.356 -8.497 -0.53 -0.41 0.27 -0.92
C 1.394 -3.861 -8.426 -0.04 -0.11 -0.28 -0.56
H 1.837 0.404 -7.888 -0.34 0.23 0.23 0.82
C 1.090 3.578 -1.186 -0.06 0.06 0.28 -0.26
H 4.330 -2.175 -4.261 -0.45 0.29 -0.08 0.38
C -2.055 -0.250 1.164 -0.73 -0.45 -0.74 -0.54
C 0.786 1.608 0.645 -0.98 -0.31 -1.45 0.20
C -1.766 -1.641 1.022 -0.39 0.16 -0.56 -0.34
C 3.371 -0.307 -4.791 -0.74 -0.03 -0.49 -0.70
C 2.025 -1.660 4.726 0.04 -0.21 -0.38 -0.61
C 0.408 2.914 1.010 0.40 -0.77 -0.31 -0.31
H -3.097 1.191 -0.198 0.07 -0.39 0.07 0.42
C 1.694 -0.808 3.676 -0.03 -0.28 -0.20 -0.25
H 1.237 4.335 -1.953 0.08 -0.14 0.18 0.50
```
Positions in Å, forces in eV/Å.

As for the LUMO energy: -1.5783 eV. For the strongest force on any atom, the calculation gives 4.8 eV/Å. Its relative energy (zero: lowest compared OMol25 entry of this formula, charge and spin) is 6.907 eV. The calculation puts the HOMO-LUMO gap at 4.27 eV. Its HOMO energy is -5.8514 eV.

***

# 2
The following is a quantum chemistry calculation of a molecular structure, C25H19N4O2ReS5Sb, from the Open Molecules 2025 dataset.

The geometry in XYZ format:
```
57
Properties=species:S:1:pos:R:3:forces:R:3:mulliken_charge:R:1
C -2.768 2.594 0.190 -0.04 0.01 -0.02 -0.10
C -1.061 2.501 1.880 0.03 0.01 -0.02 -0.36
C -0.489 1.760 -0.484 0.02 -0.05 0.01 3.80
Sb -1.991 -2.515 -3.432 0.24 0.22 0.17 0.88
H -1.620 -2.195 4.450 -0.01 0.00 0.01 0.46
H -3.988 3.595 3.182 -0.02 0.02 0.02 0.43
S -2.525 -4.639 -3.063 -0.15 -0.32 0.04 -0.45
Re 0.045 -2.703 -0.518 -0.08 -0.05 0.22 0.93
O -1.922 -0.153 -0.973 0.09 -0.10 0.06 -0.22
C -0.387 2.385 -4.234 -0.01 0.02 0.01 -0.94
H 5.845 -3.012 0.809 0.02 0.00 0.00 0.46
C -1.453 2.324 0.560 -0.05 0.02 0.05 -0.52
C -3.676 3.046 1.132 0.02 -0.01 0.01 -1.02
C -0.685 3.838 -1.887 -0.01 0.05 -0.01 -0.29
C 3.052 -2.956 -1.065 -0.03 0.01 0.05 -0.10
C -0.879 -2.407 2.461 -0.01 0.02 -0.03 -0.06
N 0.173 -2.547 1.648 -0.03 -0.02 0.07 0.14
H -1.848 -2.381 1.980 0.01 0.00 0.03 0.53
N 0.878 1.655 0.004 -0.01 0.08 0.08 0.00
H -3.081 2.459 -0.838 0.01 -0.01 -0.01 0.55
H 2.681 -3.013 -2.079 0.03 0.01 0.00 0.45
H -1.656 3.117 3.843 0.01 0.00 0.02 0.46
C -0.768 0.277 -0.577 -0.17 0.04 -0.08 -0.72
C 0.533 -2.328 4.373 0.02 0.00 -0.03 -0.53
S -2.845 -0.897 -4.632 -0.10 0.13 -0.18 -0.45
N 0.200 -0.483 -0.190 0.19 0.06 0.10 0.22
N 2.123 -2.819 -0.108 0.12 -0.13 -0.07 0.00
S -0.787 -4.589 -0.658 0.14 0.04 0.02 0.00
C 1.624 -2.470 3.532 -0.05 0.00 -0.01 -0.98
C 4.399 -3.027 -0.775 -0.02 -0.01 -0.05 -0.75
C -0.555 2.456 -1.836 0.06 -0.03 -0.05 -0.35
H -0.287 1.812 -5.145 0.00 -0.02 -0.02 0.48
C 3.841 -2.827 1.540 -0.05 0.00 -0.05 -0.67
O 2.369 -0.007 0.568 0.02 -0.03 0.12 -0.62
H -0.293 0.653 -2.996 0.00 -0.04 -0.01 0.11
H 2.622 -2.487 3.939 0.02 -0.01 0.00 0.40
S -2.197 -1.843 -0.784 -0.20 0.01 -0.10 -0.43
C -0.741 -2.300 3.830 -0.03 0.00 -0.01 -0.97
C -0.517 3.765 -4.284 0.00 0.01 0.00 -0.51
H -0.819 4.411 -0.977 0.00 -0.02 0.03 0.48
C -1.972 2.963 2.820 -0.05 0.01 0.01 -0.95
H 5.112 -3.134 -1.579 0.00 0.00 0.00 0.44
C -3.279 3.234 2.449 0.02 -0.01 -0.01 -0.45
C 2.508 -2.752 1.185 -0.05 0.03 0.07 0.86
C 4.798 -2.961 0.548 0.00 0.00 0.01 -0.63
H -0.512 4.275 -5.237 0.00 0.01 -0.02 0.42
H 4.139 -2.770 2.574 0.00 -0.01 0.02 0.41
C 1.297 0.385 0.190 0.01 -0.08 -0.28 -0.42
S 0.321 -2.245 -2.789 0.03 0.09 -0.17 -0.49
H -4.693 3.258 0.834 -0.02 0.00 0.00 0.44
H -0.042 2.296 2.180 0.00 -0.01 0.00 0.47
H -0.764 5.566 -3.145 0.00 0.03 0.00 0.42
C 1.414 -2.584 2.167 0.11 -0.01 -0.04 0.89
C -0.661 4.490 -3.110 0.01 -0.02 0.00 -0.91
H 1.502 2.439 0.096 0.00 0.00 -0.02 0.26
H 0.680 -2.240 5.440 0.00 0.00 0.02 0.47
C -0.397 1.732 -3.013 -0.01 0.02 0.05 0.06
```
Positions in Å, forces in eV/Å.

As for the LUMO energy: -4.5417 eV. For the strongest force on any atom, the calculation gives 0.4 eV/Å. Its relative energy (zero: lowest compared OMol25 entry of this formula, charge and spin) is 0.026 eV. As for the net charge: +1. The calculation puts the HOMO-LUMO gap at 6.28 eV. Its HOMO energy is -10.8194 eV.

***

# 3
The following is a quantum chemistry calculation of a molecular structure, C25H20N3NaO2S in a non-equilibrium geometry, from the Open Molecules 2025 dataset.

The geometry in XYZ format:
```
52
Properties=species:S:1:pos:R:3:forces:R:3:mulliken_charge:R:1
H -1.265 -3.656 -3.228 -0.82 -0.02 -0.34 0.30
H -6.633 2.928 -1.165 -0.01 -0.14 -0.04 0.33
H 3.070 2.876 3.801 -0.02 0.04 0.34 0.29
O 2.364 -0.901 -2.389 0.67 -0.74 -0.23 -0.76
O -0.768 1.371 -0.687 -0.18 0.86 1.09 -0.92
C -3.092 1.388 -1.292 1.34 -0.24 0.01 0.65
C 2.601 2.029 1.891 2.67 1.94 -1.87 0.68
C 0.631 -2.416 1.921 -0.84 -0.32 0.66 -0.34
C 0.082 -0.461 3.308 -1.36 -1.67 1.00 0.87
C -0.294 -2.170 -2.268 -0.17 3.88 1.66 0.77
C 0.776 -1.049 2.237 -0.25 0.30 0.22 -0.37
H 3.388 -3.566 -3.742 -0.39 -0.18 -0.08 0.31
H -1.427 -0.931 4.891 0.46 0.31 -0.36 0.31
C 4.306 4.160 0.993 1.81 0.54 -3.26 -0.18
C 3.239 2.927 2.727 -2.27 -0.90 1.98 -0.37
C -5.422 1.227 -1.740 0.20 -0.51 0.23 -0.48
C -4.139 0.684 -1.822 -2.26 -0.70 0.05 -0.15
C -1.451 -3.059 -2.332 -1.19 -1.07 0.03 -1.03
C -3.260 2.689 -0.880 -0.47 1.37 0.91 -0.53
H 5.071 4.877 0.559 -1.17 -0.10 1.07 0.22
C 3.964 3.993 2.285 1.12 1.66 2.67 -0.46
S 0.565 1.165 3.609 0.17 -0.34 -0.83 -0.31
H 0.898 -3.881 -2.571 0.22 0.22 0.05 0.10
H -2.419 3.215 -0.402 -0.26 -0.28 -0.68 0.36
C -0.084 -3.249 2.803 0.36 1.33 -0.01 -0.61
H -6.267 0.631 -2.034 -0.28 -0.26 -0.18 0.36
H -0.149 -4.328 2.710 0.14 0.16 -0.37 0.37
H -1.431 -3.824 -1.531 0.07 0.44 0.03 0.20
C -4.533 3.269 -0.911 -0.05 -0.38 0.06 -0.35
C 0.942 -2.799 -2.406 2.22 -0.30 -0.58 -0.90
H -4.062 -0.355 -2.155 0.47 0.56 0.03 0.22
H 4.247 4.701 3.099 0.20 -0.44 -0.88 0.24
C 3.399 -3.035 -2.791 0.55 -1.26 1.11 -1.32
C 1.659 0.983 2.214 0.38 -0.64 0.33 0.29
N -0.414 -0.850 -1.960 2.71 -3.03 -0.80 0.07
H -4.712 4.322 -0.759 0.27 0.21 0.55 0.36
H 3.426 -3.796 -1.940 0.11 0.73 -1.18 0.23
H 3.927 3.315 -0.995 0.73 0.02 0.03 0.28
H 1.007 -2.773 0.977 0.41 -0.13 -0.08 0.43
N 1.635 -0.170 1.618 0.00 0.42 0.06 -0.38
C -0.754 -2.656 3.897 0.07 -0.35 -0.54 -0.34
C 3.062 2.204 0.565 -3.05 -3.25 -1.85 -0.47
C 3.851 3.197 0.084 -0.14 1.05 1.12 -0.62
C 2.206 -2.146 -2.534 -1.76 0.62 0.47 0.82
C -5.642 2.485 -1.210 0.30 0.76 -0.74 -0.55
C -1.748 0.786 -1.212 1.64 -2.49 -2.74 0.07
H -2.408 -2.515 -2.270 0.44 -0.34 -0.41 0.21
H 4.340 -2.502 -2.783 0.11 0.45 0.23 0.36
N -1.623 -0.350 -1.978 -3.36 2.01 1.83 -0.67
H -1.226 -3.326 4.622 -0.20 0.40 -0.29 0.31
Na 1.369 0.622 -0.886 0.09 -0.22 -0.21 0.72
C -0.802 -1.280 4.060 0.59 0.01 0.73 -0.62
```
Positions in Å, forces in eV/Å.

As for the LUMO energy: 4.2183 eV. For the strongest force on any atom, the calculation gives 4.8 eV/Å. Its relative energy (zero: lowest compared OMol25 entry of this formula, charge and spin) is 0.957 eV. As for the net charge: -2. The calculation puts the HOMO-LUMO gap at 3.78 eV. Its HOMO energy is 0.4337 eV.